[1]
Molecular formula: C19H44N4O10P
Method: DFT, wB97M-V/def2-TZVPD

Output
net charge = +1
HOMO level = -11.896 eV

Element x y z (Å)
C  5.74072  -0.16658  2.86927
C  5.42138  1.05861  1.98943
C  5.55729  2.28605  2.89996
C  4.01734  0.83484  1.39610
C  4.17325  -0.08357  0.16080
C  3.39177  2.13042  0.89900
O  2.07632  1.99240  0.33900
N  1.11128  1.57179  1.26135
P  0.64316  -0.10621  1.35648
N  -0.83152  -0.16087  1.87195
C  0.96766  2.30925  2.39289
N  0.77404  3.63085  2.24799
N  0.96241  1.76764  3.65838
H  5.81057  -1.08720  2.29937
H  6.61607  0.00454  3.48638
H  4.90750  -0.29320  3.56397
H  6.19783  1.08395  1.22639
H  5.25412  3.21651  2.43018
H  6.60982  2.39613  3.14653
H  5.03524  2.10617  3.83958
H  3.39904  0.32847  2.13653
H  4.99444  -0.78037  0.27016
H  3.23394  -0.58158  -0.06341
H  4.41397  0.51083  -0.71863
H  4.00266  2.46522  0.06562
H  3.46053  2.93992  1.62935
H  0.75549  -0.63622  0.06726
H  1.48661  -0.80762  2.23471
H  -0.85032  -0.69681  2.73343
H  1.41991  4.10108  1.61354
H  0.68771  4.09843  3.14362
H  1.80332  1.71147  4.20391
H  0.09341  1.41275  4.02259
C  -6.32370  -3.78726  -1.82212
C  -5.69068  -2.54357  -2.40726
O  -5.67050  -1.45545  -1.46407
C  -4.73083  -1.56765  -0.51834
O  -3.93313  -2.46392  -0.42216
O  -4.82959  -0.53634  0.31418
C  -3.93453  -0.59093  1.43100
H  -7.31826  -3.56194  -1.43559
H  -6.40730  -4.56262  -2.58296
H  -5.73133  -4.17899  -0.99702
H  -6.28358  -2.18722  -3.24798
H  -4.68309  -2.73813  -2.77261
H  -2.91208  -0.72514  1.10691
H  -4.23067  -1.39645  2.10312
H  -4.02192  0.35780  1.95352
C  7.27329  -5.56938  -3.15707
C  6.41463  -5.80710  -1.93427
O  5.73998  -4.60700  -1.51139
C  4.68472  -4.26054  -2.23820
O  4.23816  -4.84859  -3.18387
O  4.19506  -3.11724  -1.73562
C  3.10468  -2.58229  -2.48467
H  7.97049  -4.74946  -2.97971
H  7.83886  -6.46755  -3.40192
H  6.66438  -5.30243  -4.01949
H  7.03738  -6.10141  -1.09228
H  5.68879  -6.60211  -2.10064
H  2.31262  -3.31581  -2.61804
H  3.45316  -2.22779  -3.45347
H  2.71542  -1.73822  -1.92096
C  -6.90978  6.20791  -0.16316
C  -7.84884  5.69079  -1.23208
O  -7.25624  4.63380  -1.99879
C  -7.21648  3.44325  -1.39811
O  -7.64186  3.19128  -0.30022
O  -6.62381  2.58459  -2.22035
C  -6.43985  1.26706  -1.67279
H  -5.95812  6.50643  -0.60586
H  -7.34876  7.06649  0.34479
H  -6.70151  5.43892  0.57960
H  -8.06918  6.48094  -1.94707
H  -8.79520  5.35830  -0.80667
H  -7.37918  0.85980  -1.30771
H  -5.70874  1.30191  -0.87628
H  -6.06981  0.64622  -2.47601

---

[2]
Molecular formula: H12LiO6
Method: DFT, wB97M-V/def2-TZVPD

Output
2S+1 = 2
<S²> = 0.76
energy relative to the best compared isomer or geometry (same formula, charge and spin) = 104.9 kJ/mol
net charge = +2
HOMO level (alpha / beta) = -19.306 / -19.076 eV

Element x y z (Å)
Li  -0.04134  -0.00965  0.54717
O  -0.47770  -1.39228  2.16075
H  -0.25628  -2.32340  2.17489
H  -0.59499  -1.15948  3.08177
O  -2.23596  -0.33197  -0.29088
H  -2.02214  0.28474  -0.99102
H  -2.62958  -1.07928  -0.74125
O  1.95033  0.28906  1.22315
H  2.76480  0.56171  0.80063
H  2.21821  -0.00397  2.09414
O  0.73650  1.53939  -2.53798
H  1.04338  0.73925  -2.96439
H  0.13177  1.23413  -1.86170
O  0.41094  -1.45259  -0.85335
H  1.25424  -1.70053  -1.23232
H  -0.23668  -1.91277  -1.38725
O  -0.56524  1.88504  0.13369
H  -0.71382  2.67216  -0.39034
H  -0.73644  2.16045  1.03428

---

[3]
Molecular formula: C5H9N
Method: DFT, wB97M-V/def2-TZVPD

Output
energy relative to the best compared isomer or geometry (same formula, charge and spin) = 455.0 kJ/mol
net charge = 0
HOMO level = -9.448 eV

Element x y z (Å)
C  -2.21842  0.13737  0.22285
C  -1.00467  -0.70277  -0.15328
C  0.24290  -0.30645  0.64131
C  2.90050  -0.19547  -0.75876
C  0.78087  0.99157  0.21402
N  1.22977  1.99298  -0.16313
H  -2.42156  0.05298  1.29688
H  -2.04856  1.19601  -0.00366
H  -3.11212  -0.18831  -0.31713
H  -1.19632  -1.76306  0.04407
H  -0.78784  -0.61743  -1.22497
H  0.03583  -0.26689  1.71558
H  1.06034  -1.00924  0.46266
H  2.88449  0.27102  -1.76277
H  3.65480  0.40768  -0.21368

---

[4]
Molecular formula: C5H7NO
Method: DFT, wB97M-V/def2-TZVPD

Output
energy relative to the best compared isomer or geometry (same formula, charge and spin) = 419.3 kJ/mol
net charge = 0
HOMO level = -9.007 eV

Element x y z (Å)
O  0.54419  1.69516  1.66480
C  1.17006  1.43373  0.65990
C  0.57027  0.82488  -0.62997
C  -0.16377  -0.52743  -1.16195
C  -0.14697  -1.43601  0.03348
C  -1.08676  -0.33623  0.58080
N  -0.86365  0.60875  -0.60154
H  2.20396  1.82634  0.60622
H  1.07562  1.28789  -1.46844
H  -0.63157  -0.89108  -2.10120
H  0.85158  -1.50983  0.46694
H  -0.54603  -2.44457  -0.09048
H  -0.85406  0.13626  1.52286
H  -2.12284  -0.66785  0.51860

---

[5]
Molecular formula: C17H22N2O3
Method: DFT, wB97M-V/def2-TZVPD

Output
energy relative to the best compared isomer or geometry (same formula, charge and spin) = 84.7 kJ/mol
net charge = 0
HOMO level = -8.341 eV
SMILES string = Cc1ccc2c(c1)N(CC(=O)NC1CCCC1)C(=O)[C@@H](C)O2

Element x y z (Å)
C  0.43838  3.66366  1.45577
C  -0.39462  2.69995  0.66720
C  -1.09298  3.11085  -0.46012
C  -1.88170  2.22090  -1.16543
C  -1.96739  0.89711  -0.76522
C  -1.24060  0.45827  0.34706
C  -0.47838  1.37106  1.06264
N  -1.25076  -0.91466  0.65570
C  -0.22693  -1.46302  1.52428
C  1.18237  -1.12412  1.01881
O  2.02759  -0.65446  1.74838
N  1.34355  -1.40582  -0.28756
C  2.49797  -1.03286  -1.08826
C  3.83722  -1.51034  -0.48624
C  4.59072  -0.23697  -0.10376
C  4.12450  0.77481  -1.14523
C  2.62639  0.49888  -1.23097
C  -2.11403  -1.76515  0.04258
O  -2.04739  -2.97304  0.16086
C  -3.20856  -1.08497  -0.77093
C  -4.35524  -0.70176  0.17144
O  -2.73089  0.03105  -1.49800
H  1.27194  3.15247  1.93125
H  0.82412  4.45373  0.81620
H  -0.16430  4.12657  2.23778
H  -1.02627  4.13700  -0.78810
H  -2.43271  2.52931  -2.03921
H  0.07848  1.05359  1.92862
H  -0.34041  -1.08516  2.54393
H  -0.36874  -2.54834  1.53104
H  0.56195  -1.81206  -0.77668
H  2.34267  -1.49462  -2.06630
H  3.67111  -2.15620  0.37272
H  4.39458  -2.07157  -1.23681
H  5.67005  -0.37877  -0.10172
H  4.27097  0.08434  0.88672
H  4.33835  1.80351  -0.86074
H  4.60144  0.57320  -2.10646
H  2.17552  0.86410  -2.15293
H  2.11951  0.97405  -0.39068
H  -3.56763  -1.79330  -1.52437
H  -4.72322  -1.58996  0.67736
H  -5.16372  -0.25239  -0.39988
H  -4.00967  0.01601  0.91366

---

[6]
Molecular formula: C3H3N3O
Method: DFT, wB97M-V/def2-TZVPD

Output
energy relative to the best compared isomer or geometry (same formula, charge and spin) = 210.9 kJ/mol
net charge = 0
HOMO level = -9.453 eV
SMILES string = [H]/N=N/C=C\N=C=O

Element x y z (Å)
H  -1.55344  -0.89720  -1.78147
N  -0.86332  -0.56608  -1.09265
N  -1.05964  -1.18658  -0.02808
C  -0.19628  -0.81840  1.01992
C  0.68440  0.19503  1.04777
N  0.97282  1.13599  0.09788
C  0.61140  1.37536  -1.04396
O  0.45782  1.84462  -2.10515
H  -0.30060  -1.40635  1.92418
H  1.24684  0.32362  1.96156

---

[7]
Molecular formula: C37H25BrCoN6O7S
Method: DFT, wB97M-V/def2-TZVPD

Output
2S+1 = 2
<S²> = 0.76
energy relative to the best compared isomer or geometry (same formula, charge and spin) = 0.0 kJ/mol
net charge = -2
HOMO level (alpha / beta) = -1.964 / -1.962 eV

Element x y z (Å)
Co  -0.08139  -0.25501  -0.70906
C  -3.04575  1.61557  -3.47572
O  -3.89182  0.51133  -3.20161
C  -3.97165  0.03145  -1.91643
C  -5.19639  -0.49337  -1.55415
C  -5.41085  -1.05741  -0.29611
C  -4.37201  -1.07053  0.61028
C  -3.11780  -0.55942  0.26726
C  -2.08124  -0.52232  1.28302
N  -0.84272  -0.26999  1.08243
N  -0.04262  -0.26493  2.21083
C  0.90572  0.65381  2.12739
O  1.11032  1.47819  1.21182
C  1.84919  0.63272  3.30953
C  1.56281  -0.06973  4.47739
C  2.45973  -0.07216  5.53415
C  3.66254  0.61617  5.43356
C  3.95725  1.31157  4.26895
C  3.05031  1.32576  3.21862
C  -2.87110  -0.01499  -1.01671
O  -1.70947  0.45139  -1.35299
H  -1.99985  1.38823  -3.28773
H  -3.32988  2.48095  -2.86601
H  -3.20487  1.84879  -4.52891
H  -5.98743  -0.46581  -2.29430
H  -6.38039  -1.46525  -0.03955
H  -4.51385  -1.47903  1.60512
H  -2.38273  -0.69757  2.31622
H  0.63083  -0.61498  4.52994
H  2.22603  -0.62237  6.43859
H  4.37325  0.59742  6.25092
H  4.90206  1.83439  4.17725
H  3.25017  1.87114  2.30567
Br  7.62493  -0.99634  5.17494
C  7.00444  -2.00961  3.68045
C  5.68756  -2.43298  3.61720
C  5.25181  -3.17351  2.53039
C  6.13351  -3.53229  1.48759
C  7.46671  -3.08290  1.59921
C  7.89686  -2.32796  2.66724
N  5.89397  -4.39410  0.44962
N  4.72541  -4.76811  0.02906
C  3.61383  -4.04067  -0.12547
C  2.46838  -4.85922  -0.38392
C  1.19815  -4.40050  -0.49759
C  0.92818  -2.99291  -0.44274
O  -0.19869  -2.49630  -0.59991
C  2.10207  -2.10649  -0.24842
N  1.80553  -0.79607  -0.25853
C  2.78492  0.09346  -0.26108
C  4.11840  -0.30382  -0.29864
C  4.43803  -1.64061  -0.24623
C  3.41365  -2.59833  -0.16540
H  4.98998  -2.16606  4.40131
H  4.22048  -3.49501  2.49992
H  8.15950  -3.36883  0.81806
H  8.92619  -1.99764  2.72554
H  2.67670  -5.92028  -0.45346
H  0.36292  -5.06099  -0.68697
H  2.48594  1.13208  -0.24955
H  4.89231  0.44918  -0.36284
H  5.46903  -1.95637  -0.28738
O  1.45224  1.94679  -2.72545
C  1.02287  0.93815  -3.26362
N  0.58990  -0.18037  -2.63597
S  0.13845  -1.36513  -3.66603
O  -1.24817  -1.71203  -3.54665
O  1.09686  -2.44343  -3.65816
C  0.39919  -0.40731  -5.13810
C  0.19608  -0.74406  -6.46172
C  0.51915  0.20884  -7.41941
C  1.03485  1.44988  -7.04880
C  1.23619  1.76518  -5.71176
C  0.90732  0.81460  -4.76194
H  -0.20990  -1.70809  -6.73593
H  0.36721  -0.01407  -8.46820
H  1.27850  2.17409  -7.81631
H  1.63147  2.72109  -5.39639

---

Number 1: maximum force 2.36 eV Å⁻¹, molecular weight 519.55 g mol⁻¹. Number 2: maximum force 1.70 eV Å⁻¹, molecular weight 115.03 g mol⁻¹. Number 3: maximum force 1.08 eV Å⁻¹, molecular weight 83.13 g mol⁻¹. Number 4: maximum force 1.81 eV Å⁻¹, molecular weight 97.12 g mol⁻¹. Number 5: maximum force 0.78 eV Å⁻¹, molecular weight 302.37 g mol⁻¹. Number 6: maximum force 1.22 eV Å⁻¹, molecular weight 97.08 g mol⁻¹. Number 7: maximum force 0.73 eV Å⁻¹, molecular weight 836.55 g mol⁻¹.